C30H27AsF5LiNSe as an isolated structure, computed with the ωB97M-V functional and the def2-TZVPD basis.

Values from the calculation:
Total charge: -1
Energy above the lowest of the compared OMol25 structures with the same formula, charge and spin (eV): 0.000
Lowest unoccupied orbital energy (Ha): 0.09220
Gap between HOMO and LUMO (eV): 7.133

The geometry in XYZ format:
```
66
C30H27AsF5LiNSe the ωB97M-V functional and the def2-TZVPD basis
Se -0.7579 0.0127 -4.7634
As 0.2967 -1.0131 0.4552
F -0.8230 -2.5469 -9.3129
F -1.1889 2.2548 -6.8580
F -1.1899 -0.2909 -10.7668
F -1.3698 2.1022 -9.5108
F -0.6346 -2.4308 -6.6593
N -0.6115 0.2785 -0.4500
C -0.8143 -1.2885 -7.3177
C -1.0915 1.0511 -7.4171
C -1.0969 -0.2235 -9.4388
C 1.7931 0.1298 1.1872
C 1.0016 0.6925 3.6069
C 2.8077 0.3136 0.2179
C -1.8607 3.7573 -0.4052
C -0.8993 -0.0810 -6.6264
C -0.7250 -1.7598 2.0084
C -2.8059 -2.4576 3.0289
C 3.0628 1.5919 2.6506
C -1.3780 2.5373 -0.8396
C -2.8944 -3.7102 5.2147
C -2.0715 4.0020 0.9492
C -1.0717 1.4770 0.0563
C 5.2340 2.6729 1.9822
C 1.4663 -2.6196 3.0134
C 4.0481 1.7844 1.7001
C -2.1322 -3.0670 4.0832
C -1.7943 2.9799 1.8488
C -1.3139 1.7514 1.4183
C 2.7742 -0.3442 -1.1476
C -2.9589 -1.2930 0.8368
C 3.9019 1.1284 0.4879
C 1.9477 0.7813 2.4282
C -0.9097 -1.3660 -8.6922
C -2.1356 -1.8282 1.9859
C -0.0418 -2.4640 3.0064
C -1.1876 0.9897 -8.7923
C -0.7496 -3.0832 4.0364
Li -0.7070 0.2133 -2.2995
H -1.2126 2.3932 -1.9039
H 4.9093 3.6917 2.2059
H 2.7186 -1.4285 -1.0696
H -3.5538 -4.4995 4.8462
H 1.9126 -0.0190 -1.7229
H -2.8879 -0.2115 0.7496
H -0.1924 -3.6019 4.8143
H 5.9102 2.7115 1.1282
H 1.5489 0.3796 4.5007
H -1.9666 3.1397 2.9090
H -2.6124 -1.7140 -0.1074
H 1.9078 -2.1670 3.9043
H -4.0078 -1.5587 0.9686
H -2.4427 4.9600 1.2879
H -3.5189 -2.9744 5.7255
H 0.1932 -0.0017 3.4500
H 0.5724 1.6754 3.8121
H 3.6661 -0.0832 -1.7156
H 1.9388 -2.1706 2.1465
H 5.7958 2.3100 2.8455
H 4.6597 1.2560 -0.2808
H -1.1482 0.9676 2.1409
H 1.7197 -3.6824 3.0234
H -3.8933 -2.4836 3.0062
H -2.2158 -4.1482 5.9475
H -2.0714 4.5355 -1.1325
H 3.1518 2.0895 3.6150
```



One molecule with the formula C5H10N2, computed with the ωB97M-V functional and the def2-TZVPD basis.

Values from the calculation:
Energy above the lowest of the compared OMol25 structures with the same formula, charge and spin (eV): 4.253
Lowest unoccupied orbital energy (alpha / beta) (Ha): 0.02871 / 0.03238
Gap between HOMO and LUMO (alpha / beta) (eV): 7.902 / 8.001

The geometry in XYZ format:
```
17
C5H10N2 the ωB97M-V functional and the def2-TZVPD basis
N -0.0999 0.3151 -1.2608
N 1.0430 0.4975 1.6162
C 2.0987 0.9083 0.7006
C -1.3489 -0.2040 -1.3097
C 0.5751 -0.6879 -0.6253
C -2.2141 -0.4204 -0.1031
C 1.4456 -0.4209 0.5394
H -1.8451 -0.2581 -2.2838
H 1.8773 1.6809 -0.0359
H 3.0941 0.9745 1.1338
H 1.9809 -1.2953 0.9045
H 0.1724 0.9549 1.3473
H 0.5591 -1.6783 -1.0625
H -1.6649 -0.2004 0.8172
H 0.2815 1.0694 -1.8289
H -3.1076 0.2238 -0.1458
H -2.5708 -1.4555 -0.0270
```



A 3-piece molecular cluster, C4H15NO2 overall in a non-equilibrium geometry, computed with the ωB97M-V functional and the def2-TZVPD basis.

Values from the calculation:
Energy above the lowest of the compared OMol25 structures with the same formula, charge and spin (eV): 1.932
Lowest unoccupied orbital energy (Ha): 0.02826
Gap between HOMO and LUMO (eV): 9.522

The geometry in XYZ format:
```
22
C4H15NO2 the ωB97M-V functional and the def2-TZVPD basis
O 2.5143 2.6365 -0.4595
O 0.6954 -5.2653 1.7965
N -0.2481 0.9364 0.2952
C -1.2762 0.0515 0.9240
C 0.3263 -0.7003 -1.6197
C -0.6319 2.3464 0.5915
C -0.2467 0.6626 -1.1256
H 0.8959 -6.1886 1.9200
H 2.1103 1.9437 0.0742
H -1.6981 2.4064 0.2043
H -0.9820 0.0567 1.9864
H 0.4090 1.4013 -1.6135
H 0.4251 -1.2982 -0.7090
H 2.6788 2.3106 -1.3433
H -1.2752 0.6760 -1.5225
H 0.0006 3.0793 0.0926
H -0.7622 2.3192 1.6801
H 1.3269 -0.5687 -2.0140
H -2.2701 0.5217 0.9790
H -1.2880 -0.9117 0.4177
H -0.2654 -5.2374 1.6755
H -0.4385 -1.1782 -2.2298
```



One molecule with the formula C4H7N3O in a non-equilibrium geometry, computed with the ωB97M-V functional and the def2-TZVPD basis.

Values from the calculation:
Energy above the lowest of the compared OMol25 structures with the same formula, charge and spin (eV): 1.753
Lowest unoccupied orbital energy (Ha): -0.00102
Gap between HOMO and LUMO (eV): 9.123

The geometry in XYZ format:
```
15
C4H7N3O the ωB97M-V functional and the def2-TZVPD basis
O 0.9206 0.1738 2.4048
N -1.5212 -0.5848 -0.5885
N 0.4540 0.5256 -1.0884
N 1.9610 1.5211 0.3675
C -2.5608 -1.4427 -1.0817
C -0.5254 -0.3561 -1.3774
C 0.6053 -0.2456 1.2975
C 0.9972 0.5922 0.0601
H -0.4327 -0.7687 -2.3894
H -2.3396 -1.9795 -2.0063
H 0.1067 -1.3058 1.2392
H -2.7238 -2.1185 -0.2066
H 2.0812 2.2729 -0.2749
H -3.4311 -0.8540 -1.1734
H 2.0208 1.8429 1.3470
```



One molecule with the formula C3H7NO2, computed with the ωB97M-V functional and the def2-TZVPD basis.

Values from the calculation:
Energy above the lowest of the compared OMol25 structures with the same formula, charge and spin (eV): 0.721
Lowest unoccupied orbital energy (Ha): 0.02481
Gap between HOMO and LUMO (eV): 10.745

The geometry in XYZ format:
```
13
C3H7NO2 the ωB97M-V functional and the def2-TZVPD basis
O 0.9965 -0.6965 1.5649
O -2.2706 0.6010 -0.4094
N -0.9481 -1.1129 -0.8979
C 0.0257 0.9919 0.0899
C 1.2707 0.2423 0.5495
C -1.1336 0.1680 -0.4335
H -1.8348 -1.3907 -1.3003
H 1.7865 -0.2274 -0.3064
H 0.2803 1.7254 -0.6861
H 0.3535 -1.3273 1.2148
H -0.4069 1.5469 0.9270
H -0.0946 -1.4826 -1.2940
H 1.9754 0.9620 0.9813
```



A 2-piece molecular cluster, C9H14O overall in a non-equilibrium geometry, computed with the ωB97M-V functional and the def2-TZVPD basis.

Values from the calculation:
Energy above the lowest of the compared OMol25 structures with the same formula, charge and spin (eV): 2.532
Lowest unoccupied orbital energy (Ha): 0.03072
Gap between HOMO and LUMO (eV): 8.828

The geometry in XYZ format:
```
24
C9H14O the ωB97M-V functional and the def2-TZVPD basis
O -3.0378 -1.7938 1.6952
C 0.8244 -1.2801 0.7513
C -1.7483 -1.7904 1.3074
C 2.3052 -1.0118 0.3306
C 0.5333 -2.2697 1.7273
C -0.7968 -2.5907 1.8674
C 0.6624 2.6280 -2.5345
C -1.4882 -0.7599 0.3782
C -0.1259 -0.4124 0.1470
C -0.4044 3.1173 -1.5126
H 0.2425 0.4171 -0.3963
H 2.8476 -0.9171 1.4538
H -3.3113 -2.1874 2.5849
H -0.4222 2.5926 -0.4682
H 2.7434 -1.9602 -0.0399
H -1.1271 -3.4395 2.4829
H -2.1151 -0.0828 -0.0247
H 1.4565 3.3314 -2.3392
H 1.4330 -2.7715 2.1813
H -1.4421 3.0670 -1.8982
H 2.4723 -0.3401 -0.4218
H 0.1850 2.6982 -3.4620
H 0.7192 1.5253 -2.5106
H -0.4055 4.2305 -1.2992
```